Record 1
The following is a quantum chemistry calculation of a cluster of 14 separate species, C32H66ClN15O28PS in total at a distorted geometry, from OMol25.

The geometry in ORCA input format:
```
! wB97M-V def2-TZVPD RIJCOSX def2/J DEFGRID3
* xyz 1 1
C 4.20863 -2.66476 1.20054
C 2.86919 -1.90422 1.35944
N 1.68439 -2.24224 0.68315
P 1.61183 -3.59433 -0.44152
S 0.62885 -3.20648 -2.06748
C 0.66974 -1.35613 1.07635
C -0.79806 -1.31695 0.58188
C -0.95841 -0.00424 -0.33016
C -1.96532 -0.25156 -1.54635
C -3.41674 0.32622 -1.26165
O -3.75129 0.36333 0.13495
C 1.16783 -0.41450 2.04922
C 0.46239 0.72762 2.81285
C 0.78833 2.17211 2.25952
C -0.30491 3.20632 2.76602
Cl 0.38703 4.90096 2.84471
N 2.53938 -0.83422 2.12118
C 3.57024 -0.17218 2.95923
C 4.72025 0.36466 2.02753
O 5.84121 -0.06680 2.22694
C 4.56047 1.40278 0.90652
C 3.34156 1.68058 0.15830
C 3.25922 2.69096 -0.91371
C 4.45578 3.46151 -1.26810
C 5.69305 3.15236 -0.53686
C 5.77456 2.16725 0.52530
H 4.05582 -3.76705 1.04444
H 4.79531 -2.58158 2.15916
H 4.85099 -2.28329 0.36736
H 1.10820 -4.78193 0.19143
H 2.93811 -3.94601 -0.85952
H -1.02732 -2.17498 -0.09849
H -1.55391 -1.21642 1.40067
H -1.29198 0.88672 0.26780
H 0.02017 0.28399 -0.81067
H -2.03195 -1.34747 -1.77229
H -1.60049 0.24813 -2.48669
H -3.47438 1.33675 -1.74482
H -4.15473 -0.37360 -1.75569
H -3.59872 -0.50722 0.53782
H 0.80138 0.71695 3.88757
H -0.64759 0.56760 2.77934
H 0.74310 2.19743 1.13641
H 1.80503 2.54782 2.56326
H -0.73325 2.89502 3.76444
H -1.10323 3.25351 1.97315
H 4.01992 -0.98513 3.59908
H 3.15864 0.58714 3.66609
H 2.40353 1.12200 0.36795
H 2.28839 2.87440 -1.43819
H 4.36998 4.23794 -2.06746
H 6.60784 3.72305 -0.83461
H 6.72086 1.94940 1.06573
C 0.63402 -6.34025 3.68573
N 0.07287 -5.89466 2.38224
O 0.27117 -6.60894 1.41485
O -0.54642 -4.84401 2.37904
H 1.15414 -7.28236 3.53784
H 1.32061 -5.56866 4.02798
H -0.19771 -6.46284 4.37598
C -1.09147 -10.11762 0.26219
N -0.82117 -10.67672 1.61373
O -0.51158 -11.84771 1.68319
O -0.93152 -9.91296 2.55781
H -0.95759 -10.90230 -0.47683
H -2.11699 -9.75503 0.25728
H -0.38556 -9.30654 0.09616
C -4.42546 1.73906 3.81811
N -3.16181 1.05821 4.19907
O -2.21713 1.75393 4.53231
O -3.15774 -0.15802 4.15087
H -4.28724 2.80913 3.90618
H -4.64885 1.46119 2.79016
H -5.20191 1.39365 4.49774
C 6.16580 5.95110 -5.22417
N 5.72832 5.12332 -4.06696
O 4.52953 5.05957 -3.83674
O 6.59817 4.56439 -3.42711
H 5.29099 6.38450 -5.69510
H 6.82136 6.72790 -4.83945
H 6.69040 5.29895 -5.91227
C -5.07612 -2.66427 5.24212
N -6.30223 -2.17528 5.92630
O -7.16023 -2.99825 6.19761
O -6.35998 -0.98749 6.16616
H -5.16239 -3.73717 5.09334
H -5.00466 -2.14588 4.28801
H -4.22833 -2.43019 5.88211
C -7.03878 -0.42142 0.19964
N -7.21515 -0.11958 1.64461
O -8.29452 0.30033 2.00115
O -6.25409 -0.31733 2.37139
H -7.96729 -0.19939 -0.31861
H -6.22903 0.20531 -0.16908
H -6.79079 -1.47730 0.11323
C -8.18099 -4.80149 8.47127
N -8.01999 -6.27694 8.38068
O -8.98449 -6.92638 8.02615
O -6.92701 -6.72882 8.66941
H -9.19660 -4.54168 8.18735
H -7.98264 -4.51245 9.50127
H -7.46345 -4.35105 7.78958
C 0.63810 -2.03410 -6.45925
N -0.66608 -2.03389 -5.74245
O -1.64967 -1.69336 -6.36661
O -0.65200 -2.37791 -4.57207
H 0.47672 -1.70952 -7.47888
H 1.29885 -1.34617 -5.93491
H 1.02577 -3.05029 -6.43411
C 6.26163 7.81690 -9.32686
N 6.51148 7.26936 -7.96728
O 6.86064 6.10322 -7.88771
O 6.34808 8.03230 -7.02931
H 6.44479 7.03416 -10.05721
H 5.22495 8.14458 -9.36282
H 6.94415 8.65096 -9.47444
C 3.53272 -2.07642 -10.20505
N 2.34026 -1.53775 -9.49771
O 1.44942 -2.32138 -9.21849
O 2.33962 -0.34921 -9.24721
H 3.39438 -3.14248 -10.36046
H 3.61296 -1.55442 -11.15589
H 4.40017 -1.88659 -9.57653
C 6.34239 0.66605 -2.81888
N 6.80269 0.01320 -4.07388
O 7.76967 0.49057 -4.63219
O 6.17135 -0.95802 -4.45096
H 6.99115 1.50993 -2.60415
H 5.31832 0.99784 -2.97736
H 6.39864 -0.07525 -2.02441
C -1.61838 6.15875 -0.56896
N -2.84952 5.45602 -0.11882
O -2.81754 4.23721 -0.07926
O -3.79983 6.14909 0.17840
H -0.85833 5.41736 -0.79809
H -1.87265 6.73632 -1.45505
H -1.29423 6.80486 0.24393
C -5.52464 6.37042 5.17774
N -5.34704 4.89726 5.08033
O -6.30415 4.23872 4.72364
O -4.24807 4.45401 5.36661
H -6.54374 6.61829 4.89543
H -5.32848 6.65655 6.20871
H -4.81188 6.83207 4.49783
*
```

Computed properties:
**HOMO energy**: -0.4219 hartree
**LUMO level**: -2.67 eV


Record 2
The following is a quantum chemistry calculation of a structure of composition C17H15BrGdO3 at a distorted geometry, from OMol25.

The geometry in ORCA input format:
```
! wB97M-V def2-TZVPD RIJCOSX def2/J DEFGRID3
* xyz -1 8
C 2.15610 0.99907 -0.54408
C 1.00221 1.71698 -1.01564
C 0.04441 1.72535 0.03184
H 0.88411 2.18319 -1.99622
C 0.57001 1.00291 1.13983
C 1.87959 0.57696 0.80020
H 2.55711 0.06671 1.46157
H 3.07417 0.86639 -1.10357
H -0.90290 2.26108 0.00388
H 0.07187 0.88525 2.09534
Gd 0.67016 -1.01200 -0.70448
Br 0.82091 -0.52119 -3.39648
C 1.74869 -3.31595 -0.07478
C 2.64906 -2.82334 0.93133
C 3.57098 -1.94488 0.31428
H 2.76249 -3.22237 1.93667
C 3.24680 -1.85536 -1.07561
C 2.19225 -2.78748 -1.34294
H 1.80125 -3.04180 -2.32789
H 1.07088 -4.15704 0.06408
H 4.47345 -1.56026 0.78232
H 3.86454 -1.36694 -1.82338
O -4.65824 -0.11884 1.85679
C -4.88442 0.43914 0.66681
C -6.10725 1.12887 0.46466
C -6.34542 1.76127 -0.74486
C -5.39286 1.68323 -1.77994
C -4.18768 0.98219 -1.57199
C -3.89574 0.34066 -0.36790
C -2.51826 -0.19220 -0.00401
O -1.66381 -0.51221 -0.90775
O -2.26232 -0.30853 1.24050
H -3.62439 -0.26323 1.83238
H -6.81953 1.14161 1.29724
H -7.26298 2.35037 -0.85457
H -5.58958 2.15295 -2.75188
H -3.46387 0.87157 -2.37982
*
```

Computed properties:
**⟨S²⟩**: 16.057
**HOMO energy (spin up / spin down)**: -0.1839 / -0.1897 hartree
**LUMO level (spin up / spin down)**: 2.77 / 1.10 eV


Record 3
The following is a quantum chemistry calculation of a cluster of 6 separate species, C30H52N3O11PS5 in total at a distorted geometry, from OMol25.

The geometry in ORCA input format:
```
! wB97M-V def2-TZVPD RIJCOSX def2/J DEFGRID3
* xyz 0 1
C 4.89516 -6.04685 1.58165
C 3.56190 -6.88576 1.68049
O 2.56189 -6.19695 2.46596
C 1.52419 -5.71273 1.70777
C 0.38553 -6.48603 1.63115
C -0.73780 -5.97708 0.86756
P -2.28234 -6.98062 0.78095
N -3.02338 -6.84460 2.17329
C -0.66012 -4.75198 0.24105
C 0.52383 -3.93431 0.28947
N 0.49220 -2.72803 -0.36129
C 1.63144 -2.08789 -0.19246
C 2.77484 -2.56690 0.53703
N 2.79203 -3.72471 1.16882
C 1.62230 -4.42396 1.04056
H 5.18040 -5.87783 0.52769
H 4.74407 -5.07256 2.07165
H 5.74274 -6.56081 2.07108
H 3.83136 -7.81105 2.22325
H 3.16097 -7.10879 0.68015
H 0.31092 -7.46013 2.12423
H -1.95939 -8.33378 0.48173
H -3.07454 -6.45499 -0.28070
H -3.14196 -7.75660 2.60845
H -1.55952 -4.41939 -0.29851
H 1.71875 -1.07810 -0.66508
H 3.67688 -1.94310 0.60383
O 5.29317 -9.39413 -2.41177
S 4.94161 -7.99759 -2.43585
O 3.85481 -7.46438 -1.65380
C 6.41339 -7.03878 -2.09686
C 7.04325 -6.81454 -3.46698
C 5.88459 -6.46859 -4.40795
C 4.76330 -7.48028 -4.14615
H 7.05829 -7.58392 -1.41064
H 6.09902 -6.09578 -1.64892
H 7.79135 -6.02273 -3.43777
H 7.53339 -7.73038 -3.80692
H 5.52784 -5.45908 -4.19007
H 6.19395 -6.48719 -5.45276
H 3.77918 -7.03759 -4.28487
H 4.86538 -8.36326 -4.77539
O 2.62787 1.62617 -1.37408
S 1.71502 1.83351 -2.47640
O 2.11964 1.65174 -3.84991
C 0.24011 0.87639 -2.17829
C -0.66058 1.80575 -1.37347
C -0.54571 3.17635 -2.04267
C 0.94222 3.44290 -2.29093
H 0.49547 -0.03382 -1.65000
H -0.20578 0.63859 -3.14429
H -1.68996 1.44895 -1.35480
H -0.30585 1.86845 -0.34061
H -1.08151 3.16207 -2.99550
H -0.98656 3.96142 -1.43297
H 1.10044 4.02533 -3.19447
H 1.40504 3.94330 -1.44191
O -1.70167 5.94102 0.11326
S -2.64205 5.06046 0.75529
O -3.25724 3.96116 0.04762
C -1.91325 4.44236 2.26975
C -2.29873 5.47236 3.32344
C -3.76560 5.81568 3.05160
C -3.91373 6.05072 1.54325
H -0.83725 4.33598 2.14371
H -2.36489 3.47289 2.48411
H -2.15443 5.08538 4.33193
H -1.68210 6.36890 3.21300
H -4.39419 4.97816 3.35535
H -4.08637 6.68990 3.61872
H -4.88954 5.73566 1.17922
H -3.73766 7.09273 1.27869
O -4.03156 3.13425 5.26577
S -4.83429 2.29993 4.40346
O -5.63837 2.85365 3.34252
C -3.79476 1.00768 3.73458
C -3.88509 -0.11794 4.75944
C -5.36313 -0.20167 5.15726
C -5.84930 1.22795 5.42331
H -2.78285 1.38299 3.59510
H -4.21845 0.70372 2.77689
H -3.52192 -1.06030 4.35065
H -3.27992 0.12556 5.63640
H -5.93631 -0.63847 4.33616
H -5.51029 -0.83519 6.03154
H -6.89404 1.35783 5.14916
H -5.69994 1.51496 6.46333
O -0.02047 6.31439 -2.32624
S -1.05126 7.32166 -2.37934
O -2.21547 7.25348 -1.54296
C -0.28687 8.92829 -2.19528
C 0.06923 9.34423 -3.61860
C -1.14060 8.96463 -4.48017
C -1.55187 7.53997 -4.09180
H 0.57818 8.85186 -1.53962
H -1.02854 9.59990 -1.76247
H 0.29145 10.40956 -3.67968
H 0.95086 8.79496 -3.95869
H -1.96339 9.65408 -4.27566
H -0.91504 9.03185 -5.54451
H -2.62668 7.39273 -4.17057
H -1.03036 6.79521 -4.69235
*
```

Computed properties:
**HOMO energy**: -0.3101 hartree
**LUMO level**: -0.35 eV